Here is a molecular structure, C2H8NS2 from the Open Molecules 2025 dataset. Energies are from ωB97M-V/def2-TZVPD.

```
! RIJCOSX wB97M-V def2-TZVPD def2/J DEFGRID3
* xyz 1 1
C -1.64 0.48 0.00
C 0.77 -0.21 0.14
N -0.41 -0.04 -0.75
S 1.90 1.31 -0.02
S 1.48 -1.82 -0.06
H -2.58 0.48 -0.68
H -1.86 -0.03 0.88
H -1.44 1.48 0.27
H 0.12 -0.13 1.32
H -0.88 -0.95 -1.09
H -0.12 0.59 -1.58
H 2.95 0.62 0.36
H 1.70 -1.76 1.23
*
```

For each atom in turn, the Mulliken charge in e is: -1.053, -0.115, -0.305, -0.133, -0.112, 0.336, 0.442, 0.428, 0.288, 0.421, 0.393, 0.200, 0.210

---

Here is a molecular structure, C31H55BrNP3Ru from the Open Molecules 2025 dataset. Energies are from ωB97M-V/def2-TZVPD.

```
! RIJCOSX wB97M-V def2-TZVPD def2/J DEFGRID3
* xyz 4 5
N -4.74 3.25 -5.27
C -4.65 3.62 -3.99
C -3.86 2.91 -3.06
C -3.14 1.75 -3.47
C -3.27 1.39 -4.83
C -4.10 2.15 -5.68
C -2.36 0.93 -2.50
Ru -0.57 -0.67 -2.59
P 3.99 -0.99 -1.20
C -0.95 1.20 -2.20
C -0.51 0.98 -0.85
C 0.58 1.77 -0.33
C 0.71 2.02 0.99
C 0.10 1.09 1.98
C -1.14 0.49 1.43
C -1.36 0.35 0.09
Br 1.39 -0.49 2.04
H -3.09 0.64 -1.72
H -0.45 2.00 -2.75
H -3.75 3.29 -2.04
H -2.72 0.55 -5.26
H -5.21 4.51 -3.67
H -4.26 1.86 -6.72
H 1.15 2.43 -1.02
H -2.23 -0.27 -0.21
H 1.33 2.85 1.32
H -1.81 -0.09 2.07
P -0.80 -2.29 -1.10
C 3.25 0.57 -0.64
C 4.28 1.55 -0.07
H 2.54 0.27 0.16
H 2.67 1.01 -1.46
H 3.77 2.36 0.47
H 4.98 1.05 0.61
H 4.86 2.01 -0.88
C 3.36 -1.75 -2.70
C 4.47 -2.60 -3.34
H 3.04 -0.93 -3.37
H 2.47 -2.34 -2.43
H 4.22 -2.84 -4.37
H 5.43 -2.07 -3.32
H 4.60 -3.53 -2.79
C 3.74 -2.18 0.17
C 4.78 -2.03 1.30
H 3.77 -3.20 -0.25
H 2.74 -1.96 0.58
H 4.63 -2.84 2.02
H 5.81 -2.09 0.93
H 4.66 -1.07 1.83
C -0.87 -2.97 0.60
C -1.28 -4.46 0.71
H -1.56 -2.38 1.22
H 0.13 -2.81 1.04
H -2.37 -4.54 0.60
H -0.74 -5.07 -0.03
H -1.03 -4.86 1.71
C 0.08 -3.33 -2.33
C 0.29 -2.82 -3.77
H -0.46 -4.28 -2.27
H 1.05 -3.52 -1.88
H -0.26 -3.44 -4.47
H 0.00 -1.76 -4.02
H 1.35 -2.93 -4.05
C -2.50 -2.22 -1.90
C -3.76 -2.27 -1.04
H -2.50 -3.07 -2.59
H -2.52 -1.27 -2.51
H -4.66 -1.97 -1.60
H -3.89 -3.28 -0.66
H -3.74 -1.60 -0.18
C 2.40 2.40 3.61
C 1.28 1.72 4.35
P -0.33 1.89 3.56
C -1.27 0.69 4.52
C -2.38 1.11 5.49
C -1.01 3.52 3.28
C -1.51 4.19 4.55
H 2.63 1.91 2.66
H 3.33 2.36 4.19
H 2.18 3.45 3.40
H 1.52 0.64 4.41
H 1.16 2.07 5.38
H -1.69 -0.05 3.83
H -0.50 0.14 5.09
H -3.09 1.82 5.07
H -2.92 0.20 5.78
H -1.95 1.53 6.41
H -0.22 4.10 2.77
H -1.83 3.41 2.54
H -0.85 3.97 5.40
H -1.51 5.28 4.41
H -2.52 3.86 4.81
*
```

Computed properties:
expectation value of S²: 6.08

For each atom in turn, the Mulliken charge in e is: 0.063, -0.417, -0.340, -0.769, -0.391, -0.441, -0.307, -0.624, 0.254, 0.230, 1.741, -2.715, -1.520, 1.933, -1.789, -0.414, 0.199, 0.662, 1.037, 0.463, 0.393, 0.430, 0.424, 0.844, 0.128, 0.882, 0.276, 1.297, 1.884, -1.433, -1.653, 0.390, 0.321, 0.360, 0.440, 1.002, -1.414, 0.520, -1.237, 0.441, 0.440, 0.362, 0.771, -1.320, 0.580, -0.941, 0.392, 0.402, 0.272, -0.142, -1.244, 0.201, 0.279, 0.296, 0.338, 0.432, -1.508, -0.885, 0.720, 0.792, 0.415, 0.277, 0.305, -0.385, -1.371, 0.649, 0.213, 0.432, 0.423, 0.265, -1.063, -0.828, 0.462, -0.394, -1.459, -0.280, -1.266, -0.014, 0.458, 0.380, 0.598, 0.692, 0.257, 0.577, 0.324, 0.408, 0.385, 0.566, 0.461, 0.371, 0.408, 0.344

---

Here is 10 unconnected molecules or ions with the total composition C44H104N12O12 from the Open Molecules 2025 dataset. Energies are from ωB97M-V/def2-TZVPD.

```
! RIJCOSX wB97M-V def2-TZVPD def2/J DEFGRID3
* xyz 0 1
C 5.32 0.00 1.64
C 5.20 1.53 1.61
O 4.83 1.99 0.33
O 4.27 -0.63 0.91
H 5.30 -0.40 2.65
H 6.26 -0.33 1.18
H 6.19 1.92 1.85
H 4.53 1.81 2.43
H 5.62 2.12 -0.19
H 4.29 -0.38 -0.02
C -5.41 4.77 -3.49
C -5.21 4.22 -2.11
O -6.29 4.60 -1.25
O -5.06 6.14 -3.53
H -6.45 4.66 -3.79
H -4.77 4.16 -4.15
H -4.25 4.52 -1.65
H -5.06 3.12 -2.08
H -5.96 4.41 -0.37
H -5.74 6.66 -3.97
C -5.66 2.04 1.17
O -5.31 3.21 1.07
N -6.96 1.67 0.95
N -4.81 1.03 1.53
H -7.31 0.82 1.35
H -7.64 2.41 0.83
H -5.24 0.12 1.63
H -3.91 1.07 1.08
C -3.92 -3.28 1.76
O -4.84 -4.02 2.09
N -3.36 -2.42 2.68
N -3.40 -3.24 0.50
H -2.67 -1.75 2.41
H -3.61 -2.63 3.62
H -3.92 -3.74 -0.19
H -2.62 -2.63 0.38
C 2.91 -3.15 3.05
O 2.59 -3.94 3.93
N 3.56 -3.54 1.89
N 2.51 -1.85 3.04
H 4.07 -2.79 1.44
H 3.66 -4.52 1.72
H 2.90 -1.23 2.34
H 2.03 -1.38 3.79
C -1.05 -5.67 -0.44
O -1.02 -5.42 -1.64
N -0.40 -4.97 0.53
N -1.91 -6.63 0.03
H -0.33 -5.37 1.45
H 0.18 -4.18 0.37
H -2.05 -6.80 1.01
H -2.44 -7.09 -0.69
C 4.90 3.30 8.32
C 4.03 2.71 7.18
C 4.51 1.25 6.98
C 3.50 0.28 6.36
C 2.11 0.42 6.94
C 1.61 1.87 6.96
N 2.62 2.73 7.58
O 2.20 4.09 7.56
C 1.17 2.30 5.54
C 0.37 1.90 7.87
C 4.29 3.44 5.86
H 5.72 3.87 7.89
H 5.33 2.53 8.97
H 4.28 3.90 8.98
H 5.43 1.20 6.39
H 4.83 0.79 7.92
H 3.85 -0.73 6.55
H 3.58 0.45 5.27
H 2.19 0.12 7.99
H 1.43 -0.18 6.33
H 0.21 1.85 5.32
H 1.18 3.39 5.47
H 1.89 2.06 4.74
H 0.57 1.36 8.79
H 0.10 2.93 8.08
H -0.50 1.42 7.43
H 4.01 2.88 4.97
H 5.34 3.75 5.78
H 3.73 4.38 5.78
H 1.80 4.20 8.43
C -3.11 -0.56 -4.88
C -3.58 0.83 -4.37
C -3.94 1.70 -5.59
C -5.37 1.56 -6.06
C -6.33 1.68 -4.88
C -6.08 0.65 -3.77
N -4.67 0.74 -3.41
O -4.31 0.01 -2.27
C -6.94 1.09 -2.58
C -6.45 -0.80 -4.15
C -2.40 1.55 -3.68
H -3.86 -0.92 -5.58
H -3.00 -1.25 -4.04
H -2.11 -0.51 -5.32
H -3.77 2.76 -5.41
H -3.22 1.39 -6.35
H -5.58 0.62 -6.60
H -5.65 2.30 -6.81
H -7.36 1.60 -5.25
H -6.23 2.68 -4.45
H -7.99 0.84 -2.76
H -6.65 0.56 -1.67
H -6.87 2.15 -2.33
H -6.26 -1.49 -3.33
H -7.48 -0.83 -4.49
H -5.89 -1.10 -5.03
H -2.12 1.09 -2.73
H -2.78 2.55 -3.44
H -1.52 1.65 -4.32
H -4.41 0.63 -1.54
C -1.16 1.45 2.13
C -0.99 1.58 0.60
C 0.42 2.13 0.31
C 1.52 1.07 0.20
C 1.08 0.00 -0.79
C -0.20 -0.71 -0.34
N -1.20 0.33 -0.13
O -2.53 -0.15 0.05
C -0.61 -1.63 -1.48
C 0.05 -1.50 0.95
C -2.01 2.63 0.08
H -1.40 2.40 2.60
H -0.33 0.97 2.65
H -2.01 0.78 2.31
H 0.47 2.81 -0.54
H 0.68 2.78 1.16
H 1.76 0.63 1.16
H 2.42 1.57 -0.16
H 1.85 -0.78 -0.76
H 0.96 0.52 -1.74
H 0.11 -2.46 -1.49
H -1.54 -2.19 -1.36
H -0.56 -1.10 -2.43
H 0.92 -2.17 0.85
H 0.26 -0.97 1.88
H -0.77 -2.18 1.16
H -2.45 2.35 -0.88
H -1.48 3.55 -0.16
H -2.77 2.86 0.83
H -2.85 -0.11 -0.86
C 3.90 -4.47 -2.22
C 4.75 -3.65 -3.21
C 4.53 -4.27 -4.60
C 4.66 -3.31 -5.78
C 3.74 -2.14 -5.58
C 4.07 -1.37 -4.27
N 4.22 -2.28 -3.16
O 4.40 -1.66 -1.91
C 5.41 -0.61 -4.57
C 2.96 -0.35 -4.04
C 6.22 -3.75 -2.82
H 2.86 -4.35 -2.52
H 4.07 -4.17 -1.19
H 4.13 -5.53 -2.37
H 5.28 -5.05 -4.77
H 3.58 -4.81 -4.65
H 4.66 -3.78 -6.78
H 5.69 -2.93 -5.89
H 2.69 -2.44 -5.52
H 3.79 -1.44 -6.42
H 5.66 0.22 -3.90
H 6.22 -1.33 -4.49
H 5.41 -0.25 -5.60
H 3.11 0.47 -4.75
H 1.92 -0.67 -4.08
H 3.17 0.11 -3.07
H 6.54 -4.79 -2.94
H 6.36 -3.66 -1.73
H 6.92 -3.08 -3.33
H 3.52 -1.75 -1.52
*
```

Atom charges from the Mulliken analysis, given in e for atoms 1 to 99: -0.514, -0.313, -0.499, 0.103, 0.423, 0.339, 0.492, -0.040, 0.331, 0.007, -0.658, 0.420, -0.668, -0.555, 0.410, -0.097, 0.512, -0.056, 0.374, 0.375, 0.557, -0.687, -0.355, -0.244, 0.184, 0.234, 0.249, -0.152, 0.361, -0.737, -0.303, -0.012, 0.298, 0.203, 0.206, -0.163, 0.439, -0.690, -0.167, 0.286, 0.113, 0.193, -0.320, -0.012, 0.656, -0.647, -0.147, -0.429, 0.196, -0.033, 0.157, 0.238, -1.524, 1.955, -1.773, 0.336, -1.392, 1.737, 0.038, -0.468, -1.598, -1.927, -1.764, 0.317, 0.349, 0.342, 0.334, 0.533, 0.539, -0.402, 0.463, 0.291, 0.498, 0.355, 0.114, 0.439, 0.455, 0.351, 0.184, 0.503, 0.361, 0.379, -1.686, 1.165, -1.363, -0.918, -0.411, 1.356, 1.266, -0.601, -1.887, -1.716, -1.356, 0.379, 0.217, 0.478, 0.455, 0.530, 0.380

---

Here is a molecular structure, C45H55AsF3NP2Sn from the Open Molecules 2025 dataset. Energies are from ωB97M-V/def2-TZVPD.

```
! RIJCOSX wB97M-V def2-TZVPD def2/J DEFGRID3
* xyz 2 1
Sn -1.40 -0.83 -0.79
C -1.01 -5.11 2.32
C -1.15 -4.61 0.88
C -2.62 -4.57 0.44
P -0.19 -3.06 0.44
C 1.38 -3.71 -0.36
C 1.77 -5.14 0.00
C 2.55 -2.76 -0.13
C 0.28 -2.14 1.95
C 1.03 -2.76 2.94
C 1.27 -2.19 4.20
C 2.12 -2.88 5.21
C 0.63 -0.98 4.49
C -0.06 -0.30 3.52
C -0.17 -0.80 2.19
N -0.69 -0.01 1.20
C -0.71 1.40 1.35
C 0.38 2.04 1.97
C 0.41 3.41 2.13
C -0.65 4.21 1.70
C -0.64 5.70 1.88
C -1.70 3.57 1.04
C -1.75 2.20 0.83
P -3.10 1.47 -0.14
C -3.11 2.48 -1.69
C -4.22 1.99 -2.62
C -1.76 2.44 -2.39
C -4.75 2.00 0.57
C -5.79 0.90 0.33
C -4.78 2.47 2.03
H -1.67 -5.97 2.44
H -1.33 -4.35 3.04
H 0.00 -5.43 2.57
H -0.65 -5.32 0.22
H -3.26 -4.19 1.22
H -2.95 -5.59 0.23
H -2.78 -3.99 -0.47
H 1.13 -3.68 -1.42
H 1.84 -5.30 1.08
H 2.77 -5.33 -0.41
H 1.11 -5.89 -0.42
H 2.96 -2.87 0.88
H 2.26 -1.72 -0.26
H 3.34 -2.97 -0.85
H 1.44 -3.74 2.74
H 2.30 -3.93 4.95
H 1.68 -2.83 6.20
H 3.10 -2.39 5.28
H 0.69 -0.57 5.49
H -0.57 0.62 3.77
H 1.24 1.46 2.28
H 1.27 3.87 2.60
H -0.06 5.98 2.76
H -1.65 6.10 1.98
H -0.18 6.18 1.01
H -2.52 4.18 0.66
H -3.33 3.51 -1.39
H -4.09 0.94 -2.88
H -4.19 2.56 -3.55
H -5.22 2.12 -2.20
H -1.54 1.43 -2.74
H -0.96 2.77 -1.74
H -1.77 3.09 -3.26
H -5.00 2.86 -0.05
H -5.65 0.08 1.04
H -5.74 0.48 -0.68
H -6.79 1.30 0.47
H -4.64 1.65 2.73
H -5.76 2.90 2.23
H -4.03 3.23 2.24
F -3.27 -0.46 2.70
C -3.48 -1.68 2.29
F -2.67 -2.55 2.84
F -3.45 -1.75 0.97
C 2.86 -2.74 -4.71
C 3.80 -1.99 -4.02
C 3.40 -1.02 -3.11
C 2.05 -0.81 -2.88
C 1.10 -1.57 -3.56
C 1.50 -2.53 -4.48
As 1.39 0.55 -1.66
C 2.93 0.96 -0.54
C 4.00 1.70 -1.04
C 5.11 1.94 -0.24
C 5.16 1.46 1.06
C 4.09 0.72 1.56
C 2.98 0.48 0.77
C 1.39 2.11 -2.82
C 1.50 3.38 -2.25
C 1.48 4.51 -3.06
C 1.33 4.38 -4.43
C 1.21 3.12 -5.00
C 1.25 1.98 -4.20
H 3.17 -3.49 -5.42
H 4.86 -2.15 -4.21
H 4.15 -0.45 -2.58
H 0.04 -1.40 -3.40
H 0.76 -3.11 -5.02
H 3.98 2.09 -2.05
H 5.93 2.52 -0.63
H 6.02 1.64 1.68
H 4.12 0.33 2.58
H 2.16 -0.09 1.17
H 1.62 3.48 -1.18
H 1.58 5.49 -2.61
H 1.31 5.26 -5.06
H 1.11 3.01 -6.07
H 1.17 1.00 -4.65
*
```

Atom charges from the Mulliken analysis, given in e for atoms 1 to 99: 0.949, -1.440, 0.931, -1.583, 0.455, 0.872, -1.432, -1.614, 0.711, -0.401, 0.527, -1.750, -1.272, -0.621, -0.261, 0.878, -0.486, 0.242, -1.394, 0.088, -1.649, -0.118, 0.119, 0.377, 0.317, -1.671, -1.187, 0.427, -1.444, -1.451, 0.507, 0.215, 0.255, 0.412, 0.293, 0.542, 0.318, 0.130, 0.127, 0.479, 0.474, 0.374, -0.440, 0.687, 0.255, 0.414, 0.414, 0.314, 0.489, 0.694, 0.523, 0.483, 0.421, 0.409, 0.300, 0.482, 0.521, 0.317, 0.481, 0.404, 0.070, 0.075, 0.604, 0.723, 0.285, 0.361, 0.434, 0.225, 0.470, 0.319, -0.098, 0.127, -0.101, -0.062, -0.733, -0.618, -0.443, 0.299, -0.083, -0.864, 1.457, -0.484, -0.354, -0.715, -0.837, -1.001, 0.340, 0.137, -0.198, -0.817, -0.717, -0.714, -0.597, 0.419, 0.445, 0.364, 0.492, 0.481, 0.543

---

Here is 3 unconnected molecules or ions with the total composition C5H7NO from the Open Molecules 2025 dataset. Energies are from ωB97M-V/def2-TZVPD.

```
! RIJCOSX wB97M-V def2-TZVPD def2/J DEFGRID3
* xyz 0 1
N 1.63 -1.82 -0.33
C 0.97 -0.75 -0.43
O 1.44 0.47 -0.97
C 0.39 1.36 -0.82
C -0.89 0.69 -0.78
C -1.38 -0.83 -1.08
C -0.45 -0.50 0.00
H 2.59 -1.72 -0.67
H 0.61 2.36 -1.19
H 0.37 1.31 0.85
H -1.72 1.27 -0.39
H -1.06 -1.45 -1.93
H -2.46 -0.83 -0.91
H -0.03 0.43 1.13
*
```

For each atom in turn, the Mulliken charge in e is: -0.669, 0.275, -0.374, -0.328, -0.102, -0.582, 0.171, 0.270, 0.352, 0.083, 0.252, 0.269, 0.259, 0.125

---

Here is C5H11N3 in the gas phase from the Open Molecules 2025 dataset. Energies are from ωB97M-V/def2-TZVPD.

```
! RIJCOSX wB97M-V def2-TZVPD def2/J DEFGRID3
* xyz 0 1
C -1.72 -0.28 -1.28
N 0.59 -0.22 -0.14
C 0.15 0.57 1.08
N 1.03 0.47 -1.30
N 1.62 -1.14 0.18
C -1.01 -0.18 1.22
C -0.95 -0.83 -0.10
C 0.90 1.58 1.58
H 2.00 0.74 -1.14
H 0.48 1.32 -1.38
H 1.62 -1.88 -0.52
H 1.40 -1.53 1.09
H -1.79 -0.19 1.96
H -0.94 -1.93 -0.15
H 1.90 1.76 1.24
H 0.51 2.20 2.37
H -1.77 0.81 -1.24
H -1.29 -0.59 -2.24
H -2.74 -0.66 -1.23
*
```

For each atom in turn, the Mulliken charge in e is: -1.433, 0.956, 0.238, -0.757, -0.801, -0.766, 0.374, -1.205, 0.299, 0.259, 0.263, 0.273, 0.435, 0.210, 0.231, 0.297, 0.342, 0.370, 0.413

---

Here is 2 unconnected molecules or ions with the total composition C2H4NP from the Open Molecules 2025 dataset. Energies are from ωB97M-V/def2-TZVPD.

```
! RIJCOSX wB97M-V def2-TZVPD def2/J DEFGRID3
* xyz 0 1
C 0.90 -0.48 -0.31
C -0.09 0.49 0.24
N -1.39 -0.22 0.05
P -0.51 0.33 -1.41
H 1.82 0.08 -0.59
H 1.05 -1.45 -0.09
H -0.47 2.45 1.74
H -1.31 -1.20 0.38
*
```

For each atom in turn, the Mulliken charge in e is: -0.549, 0.023, -0.461, 0.104, 0.240, 0.305, 0.090, 0.248

---

The calculation returns the following energy relative to the best compared isomer or geometry (same formula, charge and spin) values, one per record and in order: 2.1111; 1.3064; 0.0000; 2.2232; 6.7672; 5.2525; 6.0828 eV.
The calculation returns the following max |F| values, one per record and in order: 4.7; 4.8; 2.0; 0.8; 0.9; 1.1; 5.9 eV/Å.